No. 1
Density functional theory data (ωB97M-V/def2-TZVPD) for a structure of composition C20H49F3N3O15Zn at a distorted geometry.

Geometry as XYZ:
```
91
Properties=species:S:1:pos:R:3:mulliken_charge:R:1
Zn -0.784 0.245 -1.769 0.67
O -1.800 -0.870 -0.431 -1.29
C -1.033 -0.778 0.743 1.56
C -0.037 0.434 0.852 0.45
O 0.505 0.932 -0.389 -0.08
H -0.348 -1.645 0.628 -0.58
H -1.491 -1.125 1.679 -0.65
H 0.833 0.126 1.431 0.06
H -0.649 1.147 1.417 -0.06
C 0.762 -1.492 -3.856 0.41
O 1.407 -1.898 -2.645 -0.30
O -0.097 -0.485 -3.563 -1.00
C 1.818 -1.348 -4.966 0.80
F 1.311 -0.865 -6.120 -0.29
F 2.780 -0.434 -4.563 -0.34
F 2.537 -2.426 -5.276 -0.28
C 1.164 -3.241 -2.289 -0.26
C 2.108 -3.588 -1.117 -0.87
H 3.161 -3.493 -1.368 0.37
H 1.681 -3.047 -0.270 -0.27
H 2.030 -4.641 -0.825 0.45
H 1.487 -3.947 -3.061 0.31
H 0.131 -3.377 -1.961 0.26
H 0.077 -2.278 -4.213 0.33
C -3.728 2.691 1.579 -0.10
C -5.070 2.079 2.050 -0.39
O -5.506 2.638 3.300 -0.55
O -3.939 3.972 1.020 -0.56
H -3.298 1.932 0.919 0.27
H -3.089 2.763 2.463 0.25
H -4.861 1.022 2.216 0.03
H -5.876 2.193 1.320 0.30
H -5.408 3.573 3.061 0.38
H -3.793 3.875 0.076 0.38
C -0.899 4.837 0.715 0.31
C 0.519 4.265 0.721 -0.47
O 0.849 3.752 -0.549 -0.40
O -1.078 5.855 -0.235 -0.54
H -0.988 5.087 1.783 0.25
H -1.605 4.067 0.400 -0.21
H 0.524 3.510 1.516 0.22
H 1.275 5.006 0.996 0.34
H 0.943 2.788 -0.473 0.13
H -2.014 6.037 -0.338 0.32
C -3.485 -3.959 -0.146 -0.53
C -4.671 -3.027 -0.393 -0.38
O -4.359 -1.759 0.139 -0.63
O -2.339 -3.584 -0.850 -0.57
H -3.839 -4.950 -0.443 0.36
H -3.216 -3.921 0.916 0.24
H -5.566 -3.400 0.111 0.36
H -4.896 -2.883 -1.456 0.23
H -3.418 -1.505 0.092 0.45
H -2.002 -2.683 -0.703 0.27
C 4.041 0.006 -0.916 1.18
C 5.494 0.414 -0.983 -0.99
O 5.694 1.659 -1.645 -0.52
O 3.457 0.741 0.155 -0.68
H 3.968 -1.068 -0.715 -0.10
H 3.525 0.026 -1.879 -0.34
H 6.097 -0.298 -1.555 0.37
H 5.933 0.340 0.017 0.36
H 5.554 2.336 -0.974 0.32
H 2.496 0.630 0.050 0.15
O 2.008 -2.592 4.957 -0.66
C 1.723 -2.941 3.824 0.49
N 0.903 -3.997 3.590 -0.31
C 2.361 -2.288 2.607 -0.29
H 0.574 -4.542 4.366 0.23
H 0.913 -4.304 2.632 0.21
H 3.366 -2.681 2.456 0.45
H 2.382 -1.215 2.785 0.24
H 1.814 -2.462 1.678 -0.32
O -2.933 -0.481 5.762 -0.66
C -2.542 -0.738 4.635 0.26
N -3.350 -0.746 3.545 -0.06
C -1.111 -1.169 4.412 -0.48
H -2.972 -0.566 2.631 0.06
H -4.346 -0.850 3.620 0.22
H -0.549 -0.324 4.013 0.13
H -1.138 -1.979 3.678 0.20
H -0.658 -1.636 5.281 0.45
O 1.622 4.291 -3.092 -0.60
C 2.326 3.415 -3.575 0.76
N 2.368 2.149 -3.153 0.26
C 3.229 3.755 -4.746 -1.17
H 2.694 1.495 -3.844 0.03
H 1.892 1.875 -2.310 -0.22
H 3.129 3.083 -5.604 0.33
H 4.251 3.762 -4.360 0.23
H 3.066 4.721 -5.220 0.32
```

Summary:
gap between HOMO and LUMO = 8.198 eV
LUMO = 0.063 hartree
charge = -1
highest occupied orbital energy = -6.492 eV
DFT total energy = -113288.530 eV

=====

No. 2
Density functional theory data (ωB97M-V/def2-TZVPD) for a structure of composition C21H19BrN3O3PdSbSe4.

Geometry as XYZ:
```
53
Properties=species:S:1:pos:R:3:mulliken_charge:R:1
Pd 0.080 -0.088 -0.520 0.54
O -3.849 0.486 -2.604 -0.73
C -4.208 0.776 -1.329 0.05
C -5.492 0.483 -0.889 -0.55
C -5.831 0.709 0.440 -0.46
C -4.891 1.213 1.329 -0.99
C -3.621 1.547 0.867 -0.04
C -3.281 1.357 -0.464 0.65
C -1.958 1.757 -1.083 0.34
O -1.398 0.701 -1.769 -1.03
N -1.042 2.248 -0.026 -0.06
N 0.257 1.872 -0.251 0.12
C 1.225 2.681 -0.020 -0.38
C 2.642 2.342 -0.152 -0.08
Br 3.118 0.967 -1.376 -0.14
C 3.604 2.987 0.509 -0.66
C 3.372 4.125 1.425 0.33
C 3.746 4.012 2.761 -0.39
C 3.533 5.062 3.639 -0.52
C 2.959 6.243 3.190 -0.46
C 2.602 6.371 1.856 -0.57
C 2.809 5.318 0.978 -0.22
H -2.864 0.508 -2.590 0.36
H -6.200 0.060 -1.590 0.51
H -6.830 0.469 0.783 0.40
H -5.142 1.359 2.371 0.43
H -2.877 1.940 1.555 0.44
H -2.139 2.599 -1.780 0.05
H -1.121 3.237 0.193 0.30
H 0.994 3.678 0.338 0.36
H 4.623 2.634 0.407 0.42
H 4.158 3.077 3.117 0.50
H 3.798 4.947 4.681 0.37
H 2.788 7.060 3.879 0.38
H 2.162 7.292 1.495 0.38
H 2.545 5.424 -0.068 0.50
O -0.479 -2.044 -0.800 -0.88
N -1.698 -2.160 -0.236 0.68
C -1.821 -2.279 1.100 -0.21
C -3.074 -2.361 1.665 -0.81
C -4.197 -2.352 0.853 -0.15
C -4.033 -2.276 -0.523 -0.72
C -2.765 -2.170 -1.047 -0.06
H -0.892 -2.259 1.658 0.71
H -3.144 -2.412 2.742 0.33
H -5.186 -2.392 1.284 0.39
H -4.877 -2.253 -1.195 0.44
H -2.536 -2.052 -2.096 0.39
Se -1.197 -1.014 4.422 -0.64
Sb 0.472 0.408 3.444 0.95
Se 0.028 2.822 3.299 -0.57
Se 2.385 1.191 4.801 -0.48
Se 1.339 -0.833 1.430 -0.51
```

Summary:
gap between HOMO and LUMO (spin up / spin down) = 6.618 / 6.097 eV
LUMO (spin up / spin down) = 0.072 / 0.052 hartree
charge = -1
energy above the lowest of the compared OMol25 structures with the same formula, charge and spin = 29.4 kJ/mol
highest occupied orbital energy (spin up / spin down) = -4.672 / -4.671 eV
DFT total energy = -374143.888 eV
spin multiplicity = 2

=====

> Which formula does entry 1 have?

C20H49F3N3O15Zn